ORCA calculation (ωB97M-V/def2-TZVPD) on a 2-piece molecular cluster, C3O4 overall in a non-equilibrium geometry.

XYZ file:
```
7
C3O4 ωB97M-V/def2-TZVPD
O -0.519 -0.433 -0.411
C -0.362 -1.383 -0.985
C -1.386 -1.978 -2.379
O -1.128 -2.893 -3.019
O 1.323 3.037 3.056
C 1.113 2.222 2.275
O 0.959 1.428 1.462
```

Its HOMO-LUMO gap is 0.3825 Eh. For the energy above the lowest of the compared OMol25 structures with the same formula, charge and spin, the calculation gives 118.17 kJ/mol. The SMILES is O=C=C=O.O=C=O. The total energy comes out at -11299.65204 eV. The value obtained for the LUMO energy is 0.0031 Eh.